15
Properties=species:S:1:pos:R:3:lowdin_charge:R:1 method="wB97M-V/def2-TZVPD" lumo_ev=-1.31
C -0.775 -1.293 -1.274 -0.0535
C -1.020 0.000 -1.746 -0.0712
C -0.127 -1.158 -0.047 -0.3838
C -0.569 0.894 -0.827 -0.3884
N 0.481 0.461 2.643 0.1538
N -0.052 0.158 0.187 0.1023
N 1.089 0.784 1.633 -0.6389
O 0.571 -1.930 0.867 -0.0095
O -0.406 2.264 -0.840 0.0586
S 2.342 1.462 1.058 0.7639
H -1.173 -2.143 -1.699 0.0702
H -1.432 0.293 -2.761 0.1310
H 0.863 0.659 3.466 0.0395
H 0.131 -2.892 0.922 0.1794
H 0.075 2.443 -1.582 0.0465

=====

14
Properties=species:S:1:pos:R:3:lowdin_charge:R:1 method="wB97M-V/def2-TZVPD" lumo_ev=0.22
N 0.146 1.034 -2.719 0.0206
N -0.772 1.403 -1.738 -0.0260
C -0.895 0.964 -0.451 -0.5125
O -1.780 1.419 0.266 0.0137
C 0.043 -0.063 0.074 -0.4230
C 1.100 -0.775 -0.414 -0.1989
N 1.691 -1.653 0.449 -0.0115
C 1.076 -1.607 1.600 -0.4751
S -0.231 -0.524 1.712 1.1074
H 1.095 1.225 -2.407 0.0831
H 0.043 0.043 -2.951 0.0894
H -1.467 2.094 -2.014 0.1511
H 1.495 -0.707 -1.430 0.0994
H 1.362 -2.218 2.470 0.0824

=====

14
Properties=species:S:1:pos:R:3:lowdin_charge:R:1 method="wB97M-V/def2-TZVPD" lumo_ev=-0.67
O -0.656 -2.563 3.239 0.0115
N -0.132 -2.151 2.208 -0.0385
N 1.153 0.492 -1.341 -0.2591
N 0.334 1.098 0.750 0.1140
S 1.126 -0.974 -0.549 1.0207
C 0.685 1.419 -0.540 -0.5323
C 0.581 -0.172 0.904 -0.5862
C 0.622 2.778 -1.135 -0.0422
C 0.487 -0.829 2.229 -0.1982
H -0.127 2.776 -1.952 0.0886
H 0.312 3.568 -0.408 0.0886
H 1.585 3.067 -1.524 0.0711
H -0.059 -0.166 2.908 0.1281
H 1.498 -0.933 2.620 0.1341

=====

14
Properties=species:S:1:pos:R:3:lowdin_charge:R:1 method="wB97M-V/def2-TZVPD" lumo_ev="-6.88 / -6.88" charge=+1
C -0.175 0.504 0.390 -0.0006
C 1.780 -0.618 -0.067 -0.1303
C -2.119 1.187 -0.541 -0.3757
C -0.871 -0.869 0.629 -0.5444
N -0.765 1.375 -0.208 0.0820
N 1.000 -1.478 -0.435 0.1088
N -0.244 -1.626 -0.380 0.0442
N 2.949 -0.118 0.088 0.2087
S -2.593 -0.485 0.181 0.9718
H -2.731 1.942 -0.043 0.1021
H -2.291 1.214 -1.618 0.1044
H -0.780 -1.247 1.649 0.1226
H 3.244 0.705 -0.428 0.1519
H 3.595 -0.486 0.783 0.1546

=====

15
Properties=species:S:1:pos:R:3:lowdin_charge:R:1 method="wB97M-V/def2-TZVPD" lumo_ev=0.34
C -0.964 -0.142 0.189 -0.3697
C 0.823 2.515 0.148 -0.1499
C -1.934 -1.137 0.406 -0.0218
C -1.247 -2.329 0.308 -0.0532
N -1.185 1.210 0.192 0.0528
N -0.209 1.947 -0.018 0.0014
N 0.237 -0.698 -0.030 0.1314
N 0.024 -1.995 0.047 -0.2401
N 1.696 3.320 -0.451 0.0797
O 1.073 -2.863 -0.145 0.0553
H -2.974 -0.988 0.605 0.0929
H -1.552 -3.351 0.395 0.1190
H 2.471 3.631 0.112 0.0868
H 1.903 3.173 -1.434 0.1030
H 1.839 -2.294 -0.323 0.1127

=====

11
Properties=species:S:1:pos:R:3:lowdin_charge:R:1 method="wB97M-V/def2-TZVPD" lumo_ev=0.69
C -1.324 0.388 -0.140 -0.0194
C -0.382 -0.703 0.361 -0.4180
O -0.769 -1.682 0.951 0.0874
C 1.147 -0.563 0.103 -0.0943
C 1.456 0.815 -0.259 -0.2319
N 1.437 1.948 -0.516 0.1543
H -2.313 0.138 0.243 0.0834
H -1.349 0.399 -1.240 0.0990
H -1.037 1.399 0.186 0.0791
H 1.448 -1.257 -0.691 0.1314
H 1.687 -0.883 1.001 0.1290

=====

11
Properties=species:S:1:pos:R:3:lowdin_charge:R:1 method="wB97M-V/def2-TZVPD" lumo_ev=0.28
C -1.600 -0.400 -1.447 0.1300
C -0.522 0.142 -1.409 -0.0822
C 0.777 0.814 -1.330 -0.3290
O 1.804 0.309 -1.712 0.0584
H -2.546 -0.889 -1.474 0.0339
H 0.727 1.837 -0.922 0.1073
C -0.053 -0.062 1.794 -0.1271
N 0.862 0.759 1.490 0.0306
H -0.079 -1.016 1.270 0.0609
H -0.817 0.106 2.559 0.0683
H 0.780 1.612 2.042 0.0490

=====

11
Properties=species:S:1:pos:R:3:lowdin_charge:R:1 method="wB97M-V/def2-TZVPD" lumo_ev=0.73
O -1.985 0.917 0.339 0.0620
C -0.789 0.340 0.082 -0.3370
C -0.037 -0.517 0.816 -0.0143
C 1.194 -0.719 0.034 -0.2257
N 0.994 -0.113 -1.278 0.0286
C -0.073 0.605 -1.151 -0.1165
H -2.319 0.564 1.174 0.1133
H -0.289 -0.966 1.773 0.1077
H 1.911 0.149 0.031 0.1467
H 1.791 -1.630 0.131 0.1179
H -0.328 1.363 -1.880 0.1174

=====

11
Properties=species:S:1:pos:R:3:lowdin_charge:R:1 method="wB97M-V/def2-TZVPD" lumo_ev=-0.34
C -0.886 -0.412 -0.402 -0.1103
C -0.069 0.822 -0.761 -0.1511
C 1.109 0.620 0.186 -0.3495
O 2.101 1.235 0.431 0.1470
C 0.633 -0.707 0.814 -0.2611
N 0.715 -1.668 1.556 0.1689
H -0.338 -1.471 0.716 0.1436
H -1.003 -1.132 -1.216 0.0820
H -1.846 -0.196 0.073 0.0822
H -0.566 1.775 -0.553 0.1241
H 0.282 0.845 -1.797 0.1243

=====

11
Properties=species:S:1:pos:R:3:lowdin_charge:R:1 method="wB97M-V/def2-TZVPD" lumo_ev="-1.27 / -1.15"
C 1.332 0.076 0.422 -0.0657
C -0.043 -0.437 0.522 0.0260
C -1.208 0.220 -0.063 -0.5301
O -0.884 1.360 0.578 -0.0325
C -1.075 0.034 -1.521 -0.1430
N -0.804 -0.272 -2.603 0.1563
H 2.049 -0.703 0.136 0.0988
H 1.359 0.948 -0.227 0.0948
H 1.605 0.403 1.434 0.1022
H -0.185 -1.411 1.012 0.1407
H -2.146 -0.218 0.310 0.1526

=====

11
Properties=species:S:1:pos:R:3:lowdin_charge:R:1 method="wB97M-V/def2-TZVPD" lumo_ev=0.76
O 2.221 0.119 -0.484 0.0143
C 0.888 0.160 -0.120 -0.3414
C 0.087 -0.921 -0.408 -0.0693
N -1.205 -0.600 -0.177 0.0093
C -1.349 0.682 0.289 -0.2146
C -0.193 1.456 0.345 0.0075
H 2.800 0.512 0.181 0.1089
H 0.356 -1.836 -0.919 0.1318
H -1.934 -1.296 -0.130 0.1507
H -2.370 1.026 0.472 0.1009
H 0.699 0.699 0.950 0.1018

=====

11
Properties=species:S:1:pos:R:3:lowdin_charge:R:1 method="wB97M-V/def2-TZVPD" lumo_ev=-0.74
C 1.353 -0.953 0.543 -0.0890
C 0.291 0.002 -0.025 -0.2580
N 0.319 1.275 -0.906 0.0203
C -0.865 1.673 -1.083 -0.1119
C -2.035 1.026 -0.540 -0.1568
O -3.175 0.915 -0.367 0.1856
H 0.744 -1.671 1.123 0.0817
H 2.051 -0.517 1.260 0.0674
H 1.891 -1.554 -0.193 0.0672
H -0.351 -0.613 -0.652 0.0967
H -0.223 0.416 0.840 0.0968

=====

Total energy for every record listed, in sequence, given in Ha: -868.13711, -793.10171, -793.03342, -772.15745, -504.27421, -285.39633, -285.28707, -285.35035, -285.23179, -285.26761, -285.24520, -285.27461.
Energy above the lowest of the compared OMol25 structures with the same formula, charge and spin for every record listed, in sequence, given in kcal per mole: 136.8, 37.3, 80.2, 121.6, 88.8, 11.5, 80.0, 40.3, 114.7, 92.2, 106.3, 87.8.